(1)
Density functional theory data (the ωB97M-V functional and the def2-TZVPD basis) for a molecular structure, C31H38Cl3FeN2O2Si2.

```
79
C31H38Cl3FeN2O2Si2 | the OMol25 dataset | the ωB97M-V functional and the def2-TZVPD basis
O -0.743 -1.875 1.435
H 1.643 2.386 5.736
H -4.712 0.577 -2.172
H 0.066 2.394 3.850
Si -0.087 1.118 1.202
H -3.026 1.965 -4.021
Cl -5.679 -4.917 2.285
C -3.741 0.778 -1.724
C -0.584 0.401 -2.263
C -1.815 1.270 2.076
H -3.781 0.582 -0.655
H 2.031 -3.493 1.405
H -0.019 -2.467 0.280
N -3.348 2.190 -1.964
H 3.730 1.043 5.594
O -0.014 -2.195 -0.651
H 0.561 -1.226 -3.101
Si 2.670 -1.016 1.246
H 5.018 -1.776 1.793
H -3.672 -4.039 4.106
C 2.363 0.265 2.574
C 0.963 1.786 3.789
H -3.905 2.775 -1.345
H -3.342 3.631 -3.509
C 1.234 -2.540 -1.274
H 2.390 1.581 0.155
C 0.326 -0.167 -3.179
H -0.495 3.563 -3.599
H 1.765 -3.293 -0.684
N 2.086 -0.443 -0.364
H -1.769 2.098 -0.564
Cl -2.272 -2.226 -0.960
C -2.746 -2.825 0.599
H 0.481 3.034 -0.426
C 3.323 0.238 -2.828
H -2.136 2.308 2.201
H -1.753 3.530 -1.629
H 1.139 2.489 -5.112
Fe -0.123 -0.661 -0.414
H 3.868 0.463 -3.731
C -4.229 -3.990 2.035
C 2.062 -1.309 -1.473
C 1.837 -2.557 1.934
H 4.672 -1.951 0.072
C 0.271 2.959 0.645
C -1.883 2.449 -1.589
C 1.193 1.020 2.645
H 5.011 -0.358 0.741
C -2.246 -2.982 2.913
H -1.772 0.810 3.066
C -0.269 2.505 -3.489
H -4.550 -3.769 -0.078
H 2.213 -2.681 2.952
C -3.622 2.590 -3.362
C 1.854 1.795 4.853
C 2.524 0.872 -0.649
H -2.593 0.738 1.520
H -2.972 0.139 -2.147
H 2.641 -1.715 -3.459
C -1.837 -2.513 1.639
C -3.406 -3.701 3.114
H 0.762 -2.389 2.029
C 3.022 1.044 4.775
Cl -1.214 -2.630 4.259
H -4.679 2.465 -3.586
C -3.909 -3.548 0.764
C -0.877 1.761 -2.479
H 4.181 -0.298 3.590
C 3.154 1.198 -1.804
C 0.932 0.561 -4.193
C 0.647 1.911 -4.340
H 1.640 0.087 -4.863
H 1.140 3.352 1.176
C 2.683 -1.002 -2.643
C 3.269 0.289 3.640
H 1.004 -2.983 -2.244
C 4.517 -1.311 0.943
H 3.507 2.212 -1.936
H -0.570 3.623 0.869
```

## Properties
net charge: 0
LUMO (alpha / beta): -0.173 / -0.203 eV
multiplicity: 6
E_HOMO (alpha / beta): -5.443 / -6.854 eV
E: -4687.06512 a.u.
frontier orbital gap (alpha / beta): 0.1937 / 0.2444 Ha

---

(2)
Density functional theory data (the ωB97M-V functional and the def2-TZVPD basis) for a molecular structure, C31H38Cl3INO7.

```
81
C31H38Cl3INO7 | the OMol25 dataset | the ωB97M-V functional and the def2-TZVPD basis
O 7.460 -0.107 -1.761
O 5.544 -0.953 -0.591
Cl 2.143 1.307 4.640
H 4.543 5.739 4.400
C -1.174 2.053 0.448
C 3.383 3.307 2.080
C -3.953 -2.495 -0.239
C -5.299 -4.761 -4.677
H 7.008 0.585 0.322
C -3.271 1.217 1.099
H 2.218 0.091 -0.797
C 3.614 1.170 0.755
O -2.167 1.025 0.104
C -5.257 -3.880 -2.288
O -2.203 -3.052 -4.004
H -3.672 -5.011 -8.193
H -2.489 -3.831 -6.366
C -5.367 -5.537 -6.970
C 1.896 -0.788 2.808
H 1.929 5.528 3.171
C -4.125 -4.949 -7.206
I 5.784 5.447 1.605
C -3.327 -3.503 -3.817
H 4.525 1.638 0.136
N 4.480 2.425 2.633
Cl 0.528 -0.839 4.114
C 3.223 -0.092 -0.201
C -5.234 -3.003 -0.029
H 5.325 2.444 1.984
C 2.619 2.501 0.825
C 3.037 0.221 3.397
H -5.727 -2.859 0.930
H 1.354 -0.425 1.833
H 1.679 -2.878 1.919
C 2.412 -2.377 2.711
C 1.031 2.302 1.154
H -1.211 2.157 1.637
H 4.450 7.506 3.567
H -6.885 -4.095 -0.876
C 3.683 4.871 1.690
O -5.657 0.444 1.539
C -5.948 -4.630 -3.356
Cl 5.230 2.771 4.141
H 4.978 0.332 2.334
H -5.881 -6.064 -7.771
C 2.900 5.961 2.683
H 4.746 0.720 -1.838
C -3.326 -2.669 -1.474
H 3.517 -2.444 2.322
H -4.629 0.038 -0.390
C -5.886 -3.699 -1.049
H 3.130 -1.128 0.331
C -3.461 -4.283 -6.175
H -5.139 1.891 -0.016
H -2.327 -2.265 -1.632
H 3.115 6.918 4.763
O -7.047 -5.131 -3.153
C -5.956 -5.444 -5.708
C -4.764 0.853 0.439
C 4.435 -0.290 -1.337
H 3.756 -0.458 4.067
H 2.231 -2.957 3.719
H -6.929 -5.901 -5.532
H 0.573 3.388 1.323
H 2.814 2.982 -0.247
H -1.467 3.121 0.026
O 0.232 1.674 0.092
C -3.984 -3.355 -2.503
C 6.751 -0.060 -0.619
C 3.841 6.535 3.897
C 3.982 0.993 2.337
H 3.226 5.078 0.607
C -4.046 -4.194 -4.906
H 2.551 6.902 2.040
H -3.371 2.350 1.445
H 0.858 1.713 2.149
H 4.132 -1.023 -2.202
H -3.442 -1.959 0.558
H -5.628 1.163 2.245
H 2.448 3.441 2.811
H -3.063 0.586 2.090
```

## Properties
net charge: +1
LUMO: -4.026 eV
E_HOMO: -10.918 eV
E: -3463.08942 a.u.
frontier orbital gap: 0.2533 Ha

---

(3)
Density functional theory data (the ωB97M-V functional and the def2-TZVPD basis) for a molecular structure, C31H38ClCrN3O4PS2.

```
81
C31H38ClCrN3O4PS2 | the OMol25 dataset | the ωB97M-V functional and the def2-TZVPD basis
H -4.109 -1.919 -3.692
O 1.536 0.547 -0.953
C -0.964 2.903 -0.593
H 0.713 -2.697 6.506
C -1.238 3.452 3.157
C 2.125 -1.518 5.405
H -5.018 -1.643 3.650
H 1.331 1.800 -4.587
H -1.979 3.223 -0.843
H -4.033 -4.518 -3.964
H -2.592 -3.023 -5.273
C -2.985 -4.448 -3.670
C 0.182 1.819 -2.424
C -2.509 -4.028 1.910
C 1.660 -5.214 0.387
H -0.649 2.578 3.412
C 1.585 -1.097 3.128
H 4.529 1.011 -2.897
C 0.412 -1.840 3.252
C 0.990 -4.377 1.266
H -5.648 -3.983 3.171
C 2.452 -0.932 4.188
N -2.113 -0.053 0.067
H -1.387 5.235 0.325
H -0.261 3.702 -0.843
C -3.066 -2.041 -3.405
C -2.876 -4.397 -2.147
H -0.331 1.357 -3.269
N -1.262 3.628 1.708
C -3.059 -1.846 2.813
Cl 1.929 -0.380 1.576
C 1.100 -3.768 -1.464
C -2.397 -3.145 -4.207
H 2.965 2.462 -4.402
C 1.711 -4.911 -0.969
S -4.631 0.961 0.598
H 2.793 -1.393 6.246
H 2.148 -6.104 0.760
P -0.564 -2.018 1.745
H 0.408 2.858 -2.673
H -3.669 -4.946 -1.645
H 0.963 -4.607 2.324
H -2.769 -0.818 3.002
C -2.155 -2.711 2.191
H 2.244 -5.568 -1.644
H 3.363 -0.360 4.072
H -1.808 -4.690 1.419
C 2.356 1.560 -4.316
H -4.049 -5.506 2.074
C 1.463 1.059 -2.082
C 3.704 0.345 -2.648
C -1.888 4.852 1.211
H -1.825 5.612 1.984
C 0.092 -2.411 4.477
H -1.315 -3.128 -4.053
C -4.313 -2.308 3.170
N 2.440 1.001 -2.975
H 3.809 -0.579 -3.219
H -2.252 3.328 3.540
C 0.429 -2.941 -0.583
C -3.768 -4.481 2.275
Cr -0.289 -0.158 0.349
H -1.909 -4.755 -1.795
H 3.734 0.115 -1.590
H -1.173 -2.068 -1.328
C -3.195 0.382 0.294
H -2.942 4.683 0.982
H -2.465 -5.324 -4.057
H 1.147 -3.513 -2.515
C 0.357 -3.241 0.774
C -4.664 -3.625 2.899
O -0.664 1.720 -1.302
O -0.212 -1.786 -1.021
S -3.034 -2.625 -1.666
C 0.955 -2.248 5.553
H -0.794 4.334 3.616
H 2.734 0.826 -5.026
C -0.872 2.656 0.909
H -0.825 -2.976 4.585
H -2.567 -1.074 -3.454
O -0.415 1.577 1.363
```

## Properties
net charge: +2
LUMO (alpha / beta): -6.034 / -5.230 eV
energy relative to the best compared isomer or geometry (same formula, charge and spin): 47.5 kJ/mol
multiplicity: 4
E_HOMO (alpha / beta): -13.340 / -13.506 eV
E: -4311.31159 a.u.
frontier orbital gap (alpha / beta): 0.2685 / 0.3042 Ha

---

Table of M (g mol⁻¹), in record order: 689.03, 769.91, 699.22